Here is 3 unconnected molecules or ions with the total composition C3H11NO3 from the OMol25 dataset. Energies are from ωB97M-V/def2-TZVPD.

Bonds (Å) are listed after each position.
Positions of all 18 atoms, in Å:
1 C 1.842 0.626 0.565  C2 1.523, N5 1.461, H6 1.098, H7 1.094
2 C 0.605 -0.228 0.321  C1 1.523, C3 1.493, H8 1.092, H9 1.096
3 C 0.886 -1.595 -0.211  C2 1.493, O4 1.208, H10 1.108
4 O 0.224 -2.138 -1.063  C3 1.208
5 N 1.445 1.793 1.348  C1 1.461, H11 1.014, H12 1.012
6 H 2.299 0.891 -0.397  C1 1.098
7 H 2.583 0.039 1.116  C1 1.094
8 H -0.070 0.273 -0.377  C2 1.092
9 H 0.069 -0.335 1.271  C2 1.096
10 H 1.742 -2.138 0.235  C3 1.108
11 H 0.621 2.215 0.934  N5 1.014
12 H 2.176 2.493 1.339  N5 1.012
13 H -2.934 -1.071 -1.642  O15 0.962
14 H -1.570 -1.438 -1.041  O15 0.966
15 O -2.326 -0.846 -0.932  H13 0.962, H14 0.966
16 H -2.027 0.923 -0.234  O18 0.969
17 H -2.434 2.091 0.656  O18 0.962
18 O -1.758 1.816 0.029  H16 0.969, H17 0.962

Orbital gap = 10.30 eV
SMILES = NCCC=O.O.O
HOMO level = -9.4271 eV
Electronic energy = -401.37217 Ha
E_LUMO = 0.878 eV
Energy above the lowest of the compared OMol25 structures with the same formula, charge and spin = 1.112 eV

=====

Here is 8 unconnected molecules or ions with the total composition C16H48O9 in a non-equilibrium geometry from the OMol25 dataset. Energies are from ωB97M-V/def2-TZVPD.

Bonds (Å) are listed after each position.
Positions of all 73 atoms, in Å:
1 C 1.072 1.078 -2.912  C2 1.511, H4 1.089, H5 1.090, H6 1.088
2 C 0.034 1.394 -3.963  C1 1.511, O3 1.457, H7 1.092, H8 1.097
3 O 0.686 2.250 -4.946  C2 1.457, H9 0.961
4 H 1.929 0.574 -3.356  C1 1.089
5 H 0.693 0.517 -2.057  C1 1.090
6 H 1.369 2.030 -2.476  C1 1.088
7 H -0.811 1.925 -3.520  C2 1.092
8 H -0.344 0.500 -4.474  C2 1.097
9 H 0.002 2.662 -5.481  O3 0.961
10 C 2.402 4.315 -1.089  C11 1.503, H13 1.093, H14 1.087, H15 1.094
11 C 1.133 4.034 -0.335  C10 1.503, O12 1.416, H16 1.095, H17 1.104
12 O 1.138 2.683 0.089  C11 1.416, H18 0.971
13 H 2.557 3.600 -1.902  C10 1.093
14 H 3.263 4.286 -0.426  C10 1.087
15 H 2.379 5.283 -1.597  C10 1.094
16 H 0.209 4.266 -0.874  C11 1.095
17 H 1.131 4.688 0.554  C11 1.104
18 H 0.557 2.600 0.863  O12 0.971
19 C 3.420 -0.217 0.472  C20 1.523, H22 1.092, H23 1.095, H24 1.096
20 C 3.182 -1.285 -0.587  C19 1.523, O21 1.419, H25 1.085, H26 1.095
21 O 4.180 -2.293 -0.548  C20 1.419, H27 0.963
22 H 4.410 0.237 0.397  C19 1.092
23 H 3.291 -0.616 1.484  C19 1.095
24 H 2.687 0.592 0.375  C19 1.096
25 H 3.211 -0.824 -1.569  C20 1.085
26 H 2.213 -1.730 -0.339  C20 1.095
27 H 4.162 -2.666 0.340  O21 0.963
28 C -1.691 -5.270 -0.423  C29 1.494, H31 1.090, H32 1.093, H33 1.092
29 C -2.222 -3.965 -0.922  C28 1.494, O30 1.450, H34 1.098, H35 1.088
30 O -2.721 -3.139 0.161  C29 1.450, H36 0.962
31 H -1.454 -5.950 -1.240  C28 1.090
32 H -2.434 -5.751 0.219  C28 1.093
33 H -0.783 -5.150 0.171  C28 1.092
34 H -3.057 -4.144 -1.611  C29 1.098
35 H -1.501 -3.379 -1.488  C29 1.088
36 H -3.490 -3.585 0.529  O30 0.962
37 C -5.122 0.310 -4.059  C38 1.506, H40 1.095, H41 1.091, H42 1.090
38 C -3.663 0.071 -3.774  C37 1.506, O39 1.425, H43 1.096, H44 1.099
39 O -3.131 1.081 -2.921  C38 1.425, H45 0.970
40 H -5.506 -0.436 -4.762  C37 1.095
41 H -5.271 1.300 -4.491  C37 1.091
42 H -5.712 0.254 -3.143  C37 1.090
43 H -3.113 0.002 -4.719  C38 1.096
44 H -3.562 -0.904 -3.277  C38 1.099
45 H -2.820 0.656 -2.106  O39 0.970
46 C 1.161 2.257 3.845  C47 1.511, H49 1.088, H50 1.091, H51 1.090
47 C 0.155 3.199 3.230  C46 1.511, O48 1.462, H52 1.093, H53 1.094
48 O -0.673 2.418 2.312  C47 1.462, H54 0.963
49 H 1.872 1.883 3.110  C46 1.088
50 H 0.615 1.416 4.275  C46 1.091
51 H 1.675 2.715 4.691  C46 1.090
52 H 0.605 4.022 2.670  C47 1.093
53 H -0.495 3.614 4.007  C47 1.094
54 H -1.495 2.905 2.188  O48 0.963
55 C 2.380 -2.548 5.360  C56 1.499, H58 1.088, H59 1.094, H60 1.089
56 C 1.204 -1.922 4.673  C55 1.499, O57 1.440, H61 1.095, H62 1.099
57 O 1.559 -1.665 3.302  C56 1.440, H63 0.970
58 H 2.590 -3.521 4.919  C55 1.088
59 H 2.161 -2.689 6.423  C55 1.094
60 H 3.270 -1.922 5.290  C55 1.089
61 H 0.875 -0.988 5.140  C56 1.095
62 H 0.345 -2.606 4.702  C56 1.099
63 H 0.747 -1.582 2.778  O57 0.970
64 C -1.568 0.074 0.219  C65 1.503, O67 1.400, H68 1.093, H69 1.098
65 C -0.312 -0.734 0.382  C64 1.503, O66 1.435, H70 1.086, H71 1.101
66 O -0.464 -1.844 1.280  C65 1.435, H72 0.967
67 O -2.461 -0.493 -0.697  C64 1.400, H73 0.970
68 H -1.330 1.086 -0.121  C64 1.093
69 H -2.035 0.216 1.203  C64 1.098
70 H 0.559 -0.164 0.693  C65 1.086
71 H -0.083 -1.164 -0.605  C65 1.101
72 H -1.150 -2.426 0.925  O66 0.967
73 H -2.611 -1.422 -0.463  O67 0.970

Orbital gap = 9.85 eV
SMILES = OCCO.CCO.CCO.CCO.CCO.CCO.CCO.CCO
HOMO level = -9.6506 eV
Electronic energy = -1315.48424 Ha
E_LUMO = 0.195 eV
Energy above the lowest of the compared OMol25 structures with the same formula, charge and spin = 0.000 eV